1.
6 unconnected molecules or ions with the total composition C14H38N2O16S4 in a non-equilibrium geometry, computed with wB97M-V/def2-TZVPD.

XYZ file:
```
74
Properties=species:S:1:pos:R:3
C -0.060 -4.408 2.696
C 0.557 -3.026 2.514
O 1.887 -3.314 2.060
S 2.807 -1.994 1.765
C 3.021 -1.420 3.488
O 4.057 -2.523 1.269
O 2.092 -1.029 0.975
H 0.549 -4.982 3.398
H -0.019 -4.962 1.757
H -1.078 -4.450 3.081
H -0.055 -2.372 1.891
H 0.557 -2.566 3.508
H 3.755 -0.617 3.420
H 3.415 -2.192 4.136
H 2.073 -0.956 3.744
C -0.642 -0.058 -2.510
C 0.619 -0.533 -3.238
O 0.143 -1.512 -4.173
S 0.403 -1.233 -5.739
C 2.169 -1.586 -5.845
O -0.280 -2.267 -6.449
O 0.143 0.155 -6.013
H -0.400 0.672 -1.737
H -1.196 -0.893 -2.087
H -1.294 0.409 -3.249
H 1.118 0.315 -3.711
H 1.360 -0.963 -2.562
H 2.619 -1.088 -6.695
H 2.289 -2.665 -5.796
H 2.613 -1.245 -4.907
C -6.179 -3.011 2.702
C -5.731 -1.564 2.898
O -5.404 -0.962 1.636
S -3.878 -0.807 1.167
C -3.506 0.822 1.868
O -3.098 -1.822 1.856
O -3.889 -0.689 -0.264
H -5.382 -3.496 2.133
H -7.103 -3.141 2.142
H -6.281 -3.540 3.649
H -6.556 -0.953 3.260
H -4.880 -1.548 3.579
H -2.488 1.043 1.551
H -3.494 0.637 2.941
H -4.238 1.565 1.582
C 1.395 2.999 -2.624
C 2.364 4.164 -2.483
O 3.507 3.975 -3.313
S 4.354 5.264 -3.770
C 3.362 5.762 -5.179
O 4.291 6.201 -2.672
O 5.621 4.802 -4.253
H 1.884 2.100 -2.253
H 1.239 2.899 -3.703
H 0.410 3.204 -2.215
H 1.876 5.103 -2.765
H 2.687 4.297 -1.447
H 3.243 4.936 -5.877
H 3.906 6.536 -5.721
H 2.386 6.152 -4.902
C -1.682 -0.904 4.617
N -1.783 -2.183 5.378
O -0.802 -2.607 5.943
O -2.859 -2.744 5.364
H -1.029 -0.331 5.276
H -2.652 -0.425 4.645
H -1.269 -1.052 3.628
C 1.239 1.969 0.881
N 1.210 1.554 2.332
O 2.284 1.518 2.895
O 0.100 1.426 2.813
H 0.990 3.026 0.850
H 0.416 1.430 0.419
H 2.191 1.698 0.444
```

Summary:
Lowest unoccupied orbital energy   -0.403 eV
Energy above the lowest of the compared OMol25 structures with the same formula, charge and spin   3.0 kcal per mole
DFT total energy   -3462.06215 Ha
SMILES   CCOS(C)(=O)=O.CCOS(C)(=O)=O.CCOS(C)(=O)=O.CCOS(C)(=O)=O.C[N+](=O)[O-].C[N+](=O)[O-]
E_HOMO   -11.33 eV

---

2.
A molecular structure, C4H2EuO6 in a non-equilibrium geometry, computed with wB97M-V/def2-TZVPD.

XYZ file:
```
13
Properties=species:S:1:pos:R:3
O 2.263 0.035 0.256
C 2.008 -1.139 -0.110
O 2.874 -1.838 -0.695
Eu 4.704 0.128 -0.415
O 0.741 -1.615 0.113
H 1.189 -3.594 -0.193
O -1.481 -3.912 -2.921
O -1.867 -3.115 -0.892
O 0.107 -2.802 -1.804
C 0.370 -2.884 -0.366
C -0.976 -3.285 0.131
C -1.158 -3.154 -2.050
H -1.287 -3.757 1.057
```

Summary:
Lowest unoccupied orbital energy (alpha / beta)   -6.071 / -5.900 eV
Net charge   +1
Spin multiplicity   9
Energy above the lowest of the compared OMol25 structures with the same formula, charge and spin   15.7 kcal per mole
DFT total energy   -1315.10060 Ha
E_HOMO (alpha / beta)   -10.75 / -13.38 eV